Record 1
Here is C30H26Cl2F5N2O2S2SeSiTi as an isolated structure from the Open Molecules 2025 dataset. Energies are from ωB97M-V/def2-TZVPD.

Each line ends with the Mulliken charge.
Positions of all 72 atoms, in Å:
Ti  7.3330  14.8775  13.9988  0.37
S  5.8768  13.0283  13.5755  -0.53
C  6.9487  11.5715  13.6298  0.21
C  6.4014  10.3757  13.8063  -0.77
C  7.1161  9.1777  13.7705  0.82
C  6.2704  8.0121  13.7934  -0.36
N  5.4994  7.1415  13.7242  -0.52
C  8.4492  9.1572  13.5201  0.68
C  9.1146  10.4173  13.5129  -0.92
C  8.3821  11.6224  13.4509  0.56
S  9.0527  13.2362  13.3217  -0.39
C  9.1113  7.8857  13.2646  -0.12
N  9.3838  6.8122  13.0061  -0.51
H  5.3034  10.3443  14.1219  0.30
H  10.2283  10.2920  13.4265  0.41
Cl  5.8656  22.0174  14.4764  -0.25
C  6.4528  20.4002  14.7029  0.10
C  7.7950  20.2412  14.9567  -0.69
C  8.3144  18.9660  14.9672  0.49
Cl  9.9394  18.7654  15.3996  -0.19
C  7.5690  17.8527  14.6543  -0.18
O  8.1838  16.6236  14.5361  0.14
C  6.2216  18.0288  14.5025  1.79
C  5.2327  17.0689  14.0468  -1.46
O  5.4761  15.9020  13.6348  -0.55
C  5.6777  19.3220  14.3956  -0.92
H  8.4145  21.1074  15.1969  0.44
H  4.1554  17.2958  14.0139  0.19
H  4.6408  19.3015  14.0513  0.41
C  6.5126  17.5063  11.3162  -1.89
Si  7.4283  15.9060  11.4105  0.41
C  9.2186  16.4754  10.8918  2.78
C  10.0637  15.4932  10.1823  -1.77
C  9.0757  17.6800  9.9881  -2.06
C  10.0337  16.9289  12.1363  -1.60
C  6.5632  14.9368  9.9682  2.46
C  5.1983  14.4719  10.4934  -1.39
C  7.2780  13.6551  9.4719  -1.84
C  6.4430  15.7892  8.7534  -1.97
H  6.6480  18.0239  10.3486  0.74
H  6.7314  18.1800  12.0884  0.47
H  5.4513  17.3310  11.3114  0.44
H  9.7286  15.2931  9.1458  0.37
H  10.1934  14.4984  10.6270  0.17
H  11.0838  15.9329  10.0486  0.52
H  8.4711  17.4659  9.1210  0.31
H  10.1288  17.9533  9.6895  0.53
H  8.6124  18.5173  10.5182  0.31
H  10.1477  16.2678  13.0059  0.13
H  9.5569  17.8189  12.5048  0.37
H  11.0518  17.2481  11.8392  0.48
H  5.3245  13.5095  10.9782  0.35
H  4.3358  14.2137  9.7878  0.30
H  4.6857  15.1289  11.2679  0.09
H  7.6478  13.1437  10.3763  0.20
H  8.1678  13.8882  8.8970  0.44
H  6.7341  13.0648  8.8010  0.54
H  5.8580  16.7263  8.7969  0.26
H  5.9070  15.2405  7.9894  0.65
H  7.4737  15.9598  8.3158  0.25
F  11.2129  15.0607  19.4640  -0.30
C  10.1997  15.2405  18.6733  0.59
C  9.6808  14.1823  17.9400  0.27
F  10.5042  13.0996  17.8597  -0.34
C  8.4205  14.2099  17.3651  0.18
F  8.0211  13.1892  16.7382  -0.45
C  7.6765  15.3782  17.3151  -0.13
Se  6.0466  15.3975  16.3923  -0.21
C  8.2669  16.5005  17.9577  0.23
F  7.6867  17.7431  17.8923  -0.39
C  9.4631  16.4152  18.6647  0.27
F  10.0332  17.4002  19.3774  -0.33

energy relative to the best compared isomer or geometry (same formula, charge and spin): 48.51 kcal per mole
E_HOMO (spin up / spin down): -5.278 / -5.280 eV
maximum force: 4.23 eV/Å
total charge: -1
HOMO-LUMO gap (spin up / spin down): 6.2 / 6.2 eV

Record 2
Here is C30H26FeN6O2PS4 as an isolated structure from the Open Molecules 2025 dataset. Energies are from ωB97M-V/def2-TZVPD.

Each line ends with the Mulliken charge.
Positions of all 70 atoms, in Å:
Fe  1.4859  -1.5392  0.9575  -0.41
C  1.8587  -5.6682  0.1979  -1.86
C  1.5081  -4.2166  0.2566  1.20
N  2.1193  -3.3563  0.9779  1.55
N  3.2392  -3.7378  1.6388  -1.53
C  3.6514  -2.7928  2.4683  0.48
N  4.8251  -3.0408  3.1076  -0.51
S  2.7893  -1.3481  2.8496  -0.58
C  0.3948  -3.6477  -0.5109  0.19
C  -0.4065  -4.4141  -1.3409  -0.72
C  -1.4525  -3.8164  -2.0217  -0.94
C  -1.6629  -2.4638  -1.8655  -1.37
C  -0.8040  -1.7588  -1.0370  -0.25
N  0.1997  -2.3260  -0.3642  0.86
H  2.7633  -5.8349  0.7728  0.39
H  2.0239  -6.0066  -0.8298  0.38
H  1.0485  -6.2660  0.6241  0.33
H  5.4400  -3.6678  2.6100  0.26
H  5.2698  -2.2041  3.4461  0.27
H  -0.2112  -5.4747  -1.4330  0.45
H  -2.0984  -4.4015  -2.6644  0.41
H  -2.4754  -1.9540  -2.3672  0.59
H  -0.9215  -0.6996  -0.8832  0.72
O  4.9384  -0.8012  0.2588  -0.74
C  3.7811  -0.4694  0.0679  0.36
O  2.8514  -1.1591  -0.5562  -0.65
C  3.2523  0.9086  0.5299  -0.57
P  1.4201  0.6966  0.3645  1.27
C  0.6653  2.0199  1.3924  0.86
C  -0.3827  2.8368  0.9733  -0.29
C  -1.0242  3.6906  1.8616  -0.82
C  -0.6266  3.7365  3.1908  -0.62
C  0.4089  2.9185  3.6255  -0.74
C  1.0400  2.0595  2.7361  -0.72
C  1.2361  1.3386  -1.3573  -0.05
C  1.3657  2.7051  -1.6184  -0.34
C  1.2800  3.1977  -2.9132  -0.83
C  1.0762  2.3273  -3.9774  -0.59
C  0.9804  0.9647  -3.7362  -0.74
C  1.0663  0.4748  -2.4365  0.16
H  3.6445  1.6805  -0.1339  0.55
H  3.5636  1.1140  1.5486  0.26
H  -0.7195  2.7981  -0.0548  0.39
H  -1.8455  4.3080  1.5142  0.43
H  -1.1346  4.3899  3.8907  0.36
H  0.7168  2.9383  4.6646  0.41
H  1.8143  1.3907  3.0981  0.19
H  1.5352  3.3914  -0.7976  0.49
H  1.3804  4.2619  -3.0933  0.42
H  1.0113  2.7096  -4.9902  0.38
H  0.8554  0.2732  -4.5617  0.44
H  1.0496  -0.5907  -2.2630  0.43
S  -5.8321  -0.8666  0.5609  -0.38
C  -4.2235  -0.7223  0.9831  0.21
S  -3.3400  -1.8355  1.9670  -0.16
C  -1.8432  -0.9232  1.7835  0.13
N  -2.0157  0.1232  1.0419  -0.12
N  -3.3394  0.2353  0.6185  0.33
C  -3.6326  1.3951  -0.1718  0.02
C  -4.6392  2.2665  0.2094  -0.37
C  -4.8629  3.4155  -0.5355  -0.63
C  -4.0808  3.6957  -1.6501  -0.59
C  -3.0747  2.8160  -2.0242  -0.58
C  -2.8528  1.6606  -1.2860  0.02
S  -0.3891  -1.4701  2.5174  -0.47
H  -5.2421  2.0376  1.0777  0.47
H  -5.6466  4.1005  -0.2363  0.37
H  -4.2521  4.6007  -2.2214  0.40
H  -2.4554  3.0237  -2.8881  0.46
H  -2.0626  0.9725  -1.5623  0.28

energy relative to the best compared isomer or geometry (same formula, charge and spin): 10.21 kcal per mole
E_HOMO (spin up / spin down): -4.594 / -4.596 eV
maximum force: 1.65 eV/Å
total charge: -1
HOMO-LUMO gap (spin up / spin down): 7.0 / 7.0 eV

Record 3
Here is C30H26I2NO4Tc as an isolated structure from the Open Molecules 2025 dataset. Energies are from ωB97M-V/def2-TZVPD.

Each line ends with the Mulliken spin population.
Positions of all 64 atoms, in Å:
Tc  -0.2588  0.8018  0.2696  1.97
C  -2.9381  2.4981  2.3251  0.00
C  -2.9264  2.0771  0.8788  0.01
C  -3.8110  1.1349  0.3899  0.02
C  -3.8033  0.7525  -0.9553  0.01
C  -4.7114  -0.3451  -1.4206  0.00
C  -2.9196  1.3705  -1.8290  0.00
C  -2.0291  2.3497  -1.3923  -0.05
C  -1.1349  3.0860  -2.3564  0.01
C  -2.0207  2.6708  -0.0250  0.05
H  -2.0322  2.1764  2.8458  0.00
H  -3.7904  2.0699  2.8497  0.00
H  -2.9934  3.5836  2.4174  0.00
H  -4.5245  0.6724  1.0635  0.00
H  -4.3161  -1.3050  -1.0789  0.00
H  -4.7872  -0.3711  -2.5063  0.00
H  -5.7122  -0.2341  -1.0032  0.00
H  -2.9303  1.0973  -2.8785  0.00
H  -0.2595  2.4949  -2.6367  0.00
H  -0.7887  4.0275  -1.9269  0.00
H  -1.6733  3.3166  -3.2752  0.00
H  -1.4574  3.5377  0.3099  0.00
O  0.5919  -2.9368  6.0169  0.15
C  -0.4380  -2.3606  5.8281  0.06
O  -1.5689  -2.1507  6.2892  0.64
C  -0.4700  -1.4458  4.4862  0.14
C  0.3464  -0.3324  4.4554  -0.02
C  0.4167  0.3609  3.2637  0.09
N  -0.2674  -0.0229  2.1766  -0.18
C  -1.0681  -1.1029  2.2440  0.04
C  -1.2126  -1.8461  3.3990  -0.02
C  -1.8532  -1.4451  0.9939  0.02
O  -2.6809  -2.3185  1.0234  0.02
O  -1.5693  -0.6858  -0.0275  -0.01
H  0.9268  -0.0213  5.3123  0.01
H  1.0362  1.2411  3.1631  0.00
H  -1.8831  -2.6948  3.4023  0.01
I  1.3408  2.9834  0.6306  -0.01
I  3.5794  2.2468  1.8602  0.00
C  5.5734  -3.1250  -1.2317  0.04
C  4.5431  -2.7867  -2.0999  -0.02
C  3.4312  -2.1034  -1.6378  0.04
C  3.3337  -1.7471  -0.2899  0.01
C  4.3631  -2.1208  0.5786  0.04
C  5.4787  -2.7962  0.1128  -0.02
C  2.2103  -0.9966  0.2774  0.09
C  1.2839  -0.2604  -0.3520  -0.06
C  1.1207  0.0833  -1.7794  -0.10
C  0.0147  -0.3902  -2.4944  0.01
C  -0.1628  -0.0238  -3.8266  -0.01
C  0.7524  0.8079  -4.4449  0.00
C  1.8530  1.2973  -3.7362  0.00
C  2.0298  0.9500  -2.4150  0.00
H  6.4410  -3.6556  -1.6012  0.00
H  4.6038  -3.0658  -3.1439  0.00
H  2.6304  -1.8731  -2.3282  0.00
H  4.2823  -1.8789  1.6327  0.00
H  6.2681  -3.0736  0.7989  0.00
H  2.1606  -1.0409  1.3629  0.02
H  -0.6827  -1.0638  -2.0129  0.00
H  -1.0125  -0.4036  -4.3794  0.00
H  0.6202  1.0796  -5.4843  0.00
H  2.5679  1.9445  -4.2275  0.00
H  2.8877  1.3120  -1.8605  0.00

energy relative to the best compared isomer or geometry (same formula, charge and spin): 1.37 kcal per mole
E_HOMO (spin up / spin down): -10.879 / -11.227 eV
multiplicity: 4
maximum force: 0.84 eV/Å
total charge: +1
HOMO-LUMO gap (spin up / spin down): 5.9 / 5.2 eV
<S²>: 3.801